Entry 1:
# C7H13N

One molecule with the formula C7H13N in a non-equilibrium geometry (the ωB97M-V functional and the def2-TZVPD basis, OMol25).

Calculated values
* frontier orbital gap (alpha / beta): 7.23 / 7.38 eV
* energy relative to the best compared isomer or geometry (same formula, charge and spin): 262.4 kJ/mol
* E: -329.1715 a.u.

Each line ends with the natural charge from an NBO analysis.
Geometry (Å):
C -1.91 -0.13 -0.01  -0.10
C 0.69 -0.40 -1.19  -0.21
C -1.68 -1.59 0.20  -0.66
C 1.78 -0.54 -2.22  -0.64
C 0.58 1.69 2.02  -0.63
N -1.23 0.80 0.69  -0.45
C 0.11 0.85 0.88  0.10
C 0.97 0.13 0.05  -0.29
H -1.74 1.63 1.00  0.38
H -2.85 0.18 -0.43  0.19
H -0.20 -0.88 -1.52  0.20
H 2.02 0.24 0.31  0.20
H -0.97 -1.81 1.00  0.22
H -2.62 -2.09 0.44  0.22
H -1.24 -2.06 -0.69  0.21
H 2.70 -0.03 -1.92  0.20
H 1.45 -0.14 -3.18  0.21
H 2.02 -1.59 -2.41  0.21
H 0.45 1.19 2.99  0.21
H 1.64 1.92 1.91  0.22
H 0.02 2.63 2.08  0.20



Entry 2:
# C7H13N

One molecule with the formula C7H13N in a non-equilibrium geometry (the ωB97M-V functional and the def2-TZVPD basis, OMol25).

Calculated values
* frontier orbital gap: 10.17 eV
* energy relative to the best compared isomer or geometry (same formula, charge and spin): 156.2 kJ/mol
* E: -329.2120 a.u.
* structure (SMILES): C=CC(=C)C[C@H](C)N

Each line ends with the natural charge from an NBO analysis.
Geometry (Å):
C 2.48 0.32 2.35  -0.37
C 1.87 -0.12 1.27  -0.22
C 0.48 0.25 0.94  -0.03
C -0.50 0.19 1.85  -0.41
C 0.15 0.62 -0.47  -0.45
C -0.55 -0.52 -1.39  -0.02
C -1.37 0.25 -2.44  -0.62
N -1.35 -1.54 -0.71  -0.83
H 2.19 1.11 3.02  0.20
H 3.49 -0.03 2.60  0.19
H 2.36 -0.78 0.56  0.21
H -1.52 0.51 1.67  0.20
H -0.29 -0.16 2.86  0.20
H 1.09 0.81 -1.00  0.21
H -0.46 1.51 -0.57  0.22
H 0.31 -1.01 -1.83  0.17
H -2.06 0.95 -1.97  0.20
H -2.00 -0.45 -2.98  0.21
H -0.67 0.82 -3.05  0.22
H -2.31 -1.40 -0.98  0.35
H -1.34 -1.33 0.28  0.37